(i)
{"formula": "C5H6N2O2", "method": "ωB97M-V/def2-TZVPD", "symbols": ["N", "C", "C", "N", "C", "O", "C", "C", "O", "H", "H", "H", "H", "H", "H"], "coordinates": [[1.688, 0.898, -0.282], [0.477, 0.318, -0.562], [-0.052, -0.016, -1.720], [-0.919, 0.313, -2.567], [-1.710, 1.330, -2.098], [-1.569, 1.931, -1.039], [-0.103, -0.569, 0.521], [0.215, -0.187, 1.932], [0.502, -0.899, 2.850], [2.336, 1.215, -0.904], [2.094, 0.467, 0.509], [-2.525, 1.557, -2.811], [-1.293, -0.529, 0.529], [0.182, -1.566, 0.303], [0.250, 0.915, 2.178]], "e_homo_ha": -0.3159, "charge": 0, "gap_ev": 8.469}



(ii)
{"formula": "C5H6N2O2", "method": "ωB97M-V/def2-TZVPD", "symbols": ["N", "C", "C", "N", "C", "O", "C", "C", "O", "H", "H", "H", "H", "H", "H"], "coordinates": [[-0.628, 1.580, -0.655], [-0.309, 0.521, 0.086], [0.964, 0.112, 0.272], [2.128, -0.168, 0.194], [3.505, -0.251, 0.245], [4.159, 0.735, -0.059], [-1.425, -0.256, 0.720], [-2.294, -1.084, -0.263], [-1.826, -1.811, -1.111], [-1.598, 1.640, -1.051], [0.148, 1.881, -1.300], [3.856, -1.279, 0.376], [-1.198, -1.067, 1.452], [-2.055, 0.514, 1.287], [-3.426, -1.067, -0.193]], "e_homo_ha": -0.2682, "charge": 0, "gap_ev": 7.817}



Stability summary: most stable (ii), least stable (i).



(i)
{"formula": "C44H70KN5OPS", "method": "ωB97M-V/def2-TZVPD", "symbols": ["K", "C", "C", "C", "C", "C", "C", "C", "C", "C", "C", "C", "C", "C", "C", "C", "C", "C", "H", "H", "H", "H", "H", "H", "H", "H", "H", "H", "H", "H", "H", "H", "H", "H", "H", "H", "H", "H", "H", "H", "H", "H", "H", "H", "H", "H", "H", "O", "N", "C", "C", "C", "C", "C", "S", "H", "H", "H", "H", "C", "C", "N", "C", "N", "C", "C", "C", "N", "C", "H", "H", "H", "H", "H", "H", "H", "H", "H", "H", "H", "H", "H", "C", "C", "C", "C", "P", "C", "C", "C", "C", "C", "C", "C", "C", "C", "C", "H", "H", "H", "H", "H", "H", "H", "H", "H", "H", "H", "H", "H", "H", "H", "H", "H", "H", "H", "H", "H", "H", "H", "N", "C", "H"], "coordinates": [[0.017, -0.112, -0.543], [-1.028, 1.219, -3.243], [-1.144, 2.316, -2.356], [0.187, 2.683, -1.973], [1.059, 1.814, -2.682], [0.322, 0.910, -3.454], [0.856, -0.192, -4.345], [0.621, 0.164, -5.819], [0.141, -1.516, -4.039], [2.355, -0.400, -4.125], [0.797, 3.850, -1.182], [0.950, 5.077, -2.102], [0.060, 4.279, 0.089], [2.212, 3.478, -0.711], [-2.514, 2.897, -1.993], [-2.922, 2.605, -0.545], [-3.608, 2.260, -2.864], [-2.596, 4.404, -2.282], [-1.859, 0.689, -3.682], [2.136, 1.832, -2.616], [-0.445, 0.290, -6.017], [1.007, -0.621, -6.476], [1.117, 1.105, -6.065], [-0.940, -1.406, -4.133], [0.363, -1.852, -3.025], [0.474, -2.304, -4.722], [2.915, 0.501, -4.381], [2.723, -1.225, -4.741], [2.565, -0.652, -3.086], [-0.016, 5.432, -2.456], [1.541, 4.804, -2.977], [1.450, 5.902, -1.581], [-0.942, 4.653, -0.091], [0.624, 5.080, 0.579], [-0.015, 3.457, 0.802], [2.899, 3.344, -1.544], [2.203, 2.551, -0.133], [2.611, 4.270, -0.069], [-2.965, 1.529, -0.371], [-3.917, 3.009, -0.331], [-2.237, 3.017, 0.186], [-3.667, 1.185, -2.709], [-3.423, 2.438, -3.924], [-4.578, 2.693, -2.600], [-1.914, 4.991, -1.675], [-3.609, 4.774, -2.092], [-2.348, 4.592, -3.329], [1.816, -1.762, -0.599], [3.115, -1.677, -0.736], [3.700, -0.620, -0.119], [5.046, -0.385, -0.175], [5.828, -1.289, -0.904], [5.226, -2.351, -1.514], [3.831, -2.598, -1.457], [3.078, -3.915, -2.210], [2.985, -0.006, 0.409], [5.451, 0.478, 0.332], [6.899, -1.151, -0.988], [5.802, -3.068, -2.082], [-1.228, -6.060, -1.641], [-0.139, -5.034, -1.863], [-0.456, -3.836, -1.114], [-1.715, -3.293, -1.132], [-1.861, -2.041, -0.904], [-3.190, -1.464, -0.781], [-4.269, -2.495, -0.503], [-4.090, -3.641, -1.474], [-2.765, -4.200, -1.314], [-2.554, -5.442, -2.024], [-1.251, -6.348, -0.587], [-1.044, -6.955, -2.240], [-0.040, -4.822, -2.939], [0.833, -5.384, -1.524], [0.311, -3.174, -1.022], [-3.426, -0.919, -1.704], [-3.168, -0.724, 0.025], [-5.262, -2.052, -0.604], [-4.175, -2.865, 0.521], [-4.247, -3.288, -2.508], [-4.810, -4.449, -1.293], [-2.585, -5.278, -3.116], [-3.390, -6.108, -1.779], [3.546, 0.273, 3.771], [2.215, 1.000, 3.956], [1.982, 1.246, 5.449], [2.308, 2.368, 3.275], [0.824, 0.123, 3.043], [-0.673, 0.871, 3.680], [-1.572, 1.510, 2.665], [-2.331, 2.637, 3.258], [-2.754, 2.544, 4.543], [-2.278, 1.520, 5.409], [-1.160, 0.806, 4.975], [0.802, -1.701, 3.523], [-0.574, -2.214, 3.089], [1.852, -2.449, 2.693], [1.016, -2.057, 4.996], [4.364, 0.924, 4.097], [3.732, 0.001, 2.731], [3.596, -0.641, 4.364], [2.835, 1.802, 5.861], [1.890, 0.322, 6.018], [1.082, 1.837, 5.615], [3.074, 2.968, 3.777], [1.358, 2.902, 3.337], [2.575, 2.281, 2.221], [-1.026, 1.801, 1.767], [-2.643, 3.454, 2.618], [-3.416, 3.311, 4.940], [-2.602, 1.461, 6.439], [-0.619, 0.219, 5.711], [-0.767, -2.030, 2.030], [-1.384, -1.752, 3.652], [-0.605, -3.298, 3.241], [1.745, -2.263, 1.624], [1.728, -3.525, 2.857], [2.870, -2.195, 2.988], [0.263, -1.618, 5.650], [2.002, -1.755, 5.351], [0.952, -3.145, 5.109], [-3.612, -0.010, 2.797], [-2.606, 0.373, 2.182], [-3.760, 0.500, 3.690]], "e_homo_ha": [-0.0274, -0.0536], "charge": -2, "gap_ev": [4.739, 5.450], "multiplicity": 2}



(ii)
{"formula": "C44H70KN5OPS", "method": "ωB97M-V/def2-TZVPD", "symbols": ["K", "C", "C", "C", "C", "C", "C", "C", "C", "C", "C", "C", "C", "C", "C", "C", "C", "C", "H", "H", "H", "H", "H", "H", "H", "H", "H", "H", "H", "H", "H", "H", "H", "H", "H", "H", "H", "H", "H", "H", "H", "H", "H", "H", "H", "H", "H", "O", "N", "C", "C", "C", "C", "C", "S", "H", "H", "H", "H", "C", "C", "N", "C", "N", "C", "C", "C", "N", "C", "H", "H", "H", "H", "H", "H", "H", "H", "H", "H", "H", "H", "H", "C", "C", "C", "C", "P", "C", "C", "C", "C", "C", "C", "C", "C", "C", "C", "H", "H", "H", "H", "H", "H", "H", "H", "H", "H", "H", "H", "H", "H", "H", "H", "H", "H", "H", "H", "H", "H", "H", "N", "C", "H"], "coordinates": [[0.468, -0.473, 0.358], [-0.120, -2.826, 2.719], [-0.858, -1.799, 3.334], [0.084, -0.807, 3.738], [1.349, -1.247, 3.312], [1.233, -2.494, 2.695], [2.375, -3.370, 2.250], [3.126, -3.885, 3.492], [1.877, -4.577, 1.453], [3.349, -2.583, 1.372], [-0.058, 0.499, 4.506], [-0.861, 0.342, 5.811], [-0.666, 1.600, 3.624], [1.314, 1.033, 4.959], [-2.355, -1.980, 3.547], [-2.608, -2.602, 4.934], [-2.927, -2.964, 2.511], [-3.209, -0.715, 3.392], [-0.517, -3.764, 2.365], [2.286, -0.740, 3.484], [2.447, -4.447, 4.134], [3.515, -3.049, 4.067], [3.958, -4.536, 3.213], [1.256, -5.221, 2.073], [2.721, -5.166, 1.089], [1.292, -4.245, 0.599], [3.717, -1.711, 1.903], [2.848, -2.245, 0.468], [4.203, -3.200, 1.090], [-1.905, 0.125, 5.630], [-0.811, 1.258, 6.405], [-0.442, -0.470, 6.402], [-1.570, 1.268, 3.132], [0.050, 1.870, 2.849], [-0.892, 2.488, 4.220], [1.834, 0.295, 5.565], [1.179, 1.937, 5.560], [1.934, 1.289, 4.105], [-2.078, -3.550, 5.005], [-3.675, -2.784, 5.091], [-2.244, -1.958, 5.728], [-2.557, -3.972, 2.674], [-2.659, -2.651, 1.505], [-4.015, -2.995, 2.589], [-2.964, 0.050, 4.119], [-4.264, -0.968, 3.527], [-3.083, -0.301, 2.392], [2.449, 0.662, -0.356], [3.363, 1.508, -0.688], [3.844, 2.358, 0.228], [4.758, 3.347, -0.065], [5.197, 3.484, -1.380], [4.746, 2.583, -2.313], [3.855, 1.548, -1.980], [3.409, 0.380, -3.097], [3.440, 2.228, 1.222], [5.105, 4.008, 0.717], [5.882, 4.277, -1.656], [5.059, 2.636, -3.346], [-0.266, -1.037, -5.737], [0.325, -0.196, -4.616], [0.538, -1.065, -3.485], [-0.461, -1.858, -3.017], [-0.459, -2.174, -1.775], [-1.486, -3.045, -1.271], [-2.017, -4.005, -2.333], [-2.432, -3.167, -3.531], [-1.298, -2.399, -3.988], [-1.549, -1.661, -5.208], [0.444, -1.820, -6.007], [-0.480, -0.429, -6.618], [-0.366, 0.621, -4.361], [1.292, 0.225, -4.896], [1.136, -0.678, -2.765], [-2.315, -2.426, -0.903], [-1.079, -3.595, -0.420], [-2.863, -4.586, -1.957], [-1.221, -4.692, -2.631], [-3.266, -2.504, -3.252], [-2.769, -3.806, -4.362], [-2.294, -0.871, -5.026], [-1.961, -2.367, -5.943], [-3.135, 5.819, 0.487], [-2.460, 4.682, 1.252], [-3.548, 3.942, 2.035], [-1.455, 5.255, 2.249], [-1.638, 3.228, 0.238], [-2.931, 2.776, -0.924], [-3.372, 1.339, -0.866], [-4.816, 1.210, -1.153], [-5.390, 2.039, -2.055], [-4.708, 3.196, -2.511], [-3.544, 3.583, -1.865], [-0.244, 3.989, -0.853], [-0.094, 3.011, -2.018], [-0.401, 5.406, -1.401], [1.030, 3.932, -0.010], [-3.688, 6.451, 1.189], [-3.841, 5.418, -0.235], [-2.415, 6.446, -0.029], [-4.112, 4.636, 2.662], [-3.104, 3.184, 2.675], [-4.237, 3.453, 1.347], [-1.964, 5.917, 2.954], [-0.678, 5.832, 1.750], [-0.986, 4.449, 2.808], [-3.072, 0.854, 0.068], [-5.351, 0.356, -0.755], [-6.413, 1.882, -2.385], [-5.171, 3.846, -3.245], [-3.149, 4.567, -2.092], [-0.903, 3.133, -2.736], [-0.121, 1.981, -1.654], [0.857, 3.162, -2.531], [-1.333, 5.523, -1.947], [0.419, 5.618, -2.092], [-0.357, 6.146, -0.604], [1.192, 2.913, 0.333], [0.969, 4.587, 0.857], [1.889, 4.237, -0.610], [-2.846, 0.805, -3.257], [-2.624, 0.634, -2.052], [-3.581, 1.454, -3.592]], "e_homo_ha": [-0.0220, -0.0535], "charge": -2, "gap_ev": [4.638, 5.494], "multiplicity": 2}



Stability summary: most stable (i), least stable (ii).



(i)
{"formula": "C5H6OS", "method": "ωB97M-V/def2-TZVPD", "symbols": ["O", "C", "C", "C", "C", "S", "C", "H", "H", "H", "H", "H", "H"], "coordinates": [[-2.593, -0.895, -0.463], [-1.937, 0.058, -0.109], [-0.381, -0.055, 0.438], [0.401, 1.242, -0.031], [1.651, 0.952, -0.303], [2.234, -0.851, -0.196], [0.473, -1.260, 0.027], [-2.052, 1.186, -0.159], [-0.769, -0.129, 1.499], [-0.218, 2.061, -0.309], [2.455, 1.587, -0.505], [0.102, -1.862, -0.725], [0.635, -2.034, 0.836]], "e_homo_ha": -0.3098, "charge": 0, "gap_ev": 9.115}



(ii)
{"formula": "C5H6OS", "method": "ωB97M-V/def2-TZVPD", "symbols": ["C", "C", "C", "C", "C", "H", "H", "H", "H", "H", "H", "O", "S"], "coordinates": [[0.642, -0.778, 0.789], [-0.700, 0.023, 0.933], [1.039, 0.385, -0.131], [0.051, 0.384, -1.224], [-1.170, 0.080, -0.532], [1.174, -0.822, 1.757], [0.616, -1.753, 0.286], [-1.345, -0.256, 1.791], [2.118, 0.563, -0.445], [0.081, 1.036, -2.096], [-2.178, 0.430, -0.762], [-0.634, -0.873, -1.414], [0.306, 1.579, 1.048]], "e_homo_ha": -0.3238, "charge": 0, "gap_ev": 9.600}



Stability summary: most stable (i), least stable (ii).